# 1
Molecular formula: C5H17N2
Method: DFT, ωB97M-V/def2-TZVPD

Each line ends with the Mulliken charge.
Geometry (Å):
C  -2.91841  -0.44029  1.92475  -1.26
C  -1.73841  0.03788  1.00592  -0.35
N  -0.65339  -0.95837  0.74392  -0.58
H  -3.56660  0.43500  1.93693  0.36
H  -3.38669  -1.28359  1.46018  0.37
H  -2.64636  -0.84643  2.92461  0.36
H  -2.17414  0.27036  0.03542  0.30
H  -1.28591  0.95372  1.39857  0.28
H  -0.42827  -1.52844  1.56350  0.27
H  0.43844  -0.34258  0.10319  0.53
H  -1.01181  -1.57226  0.02674  0.33
C  0.33535  1.37648  -1.09745  -0.98
N  1.16751  0.22476  -0.66935  -0.05
C  1.37144  -0.78670  -1.71301  -1.00
C  2.49229  0.66243  -0.19725  -0.84
H  -0.59618  0.96116  -1.49870  0.33
H  0.89021  1.89832  -1.88520  0.41
H  0.02298  1.93653  -0.22484  0.35
H  1.87848  -1.66326  -1.25822  0.38
H  0.42327  -1.18224  -2.03364  0.36
H  2.00614  -0.34565  -2.47325  0.43
H  3.12133  -0.20463  0.14208  0.34
H  2.49283  1.32360  0.71572  0.31
H  2.93444  1.23579  -1.03323  0.36

Computed properties:
LUMO level ... -2.76 eV
Orbital gap ... 11.505 eV
HOMO ... -14.27 eV
ΔE to the lowest compared entry with this formula, charge and spin ... 24.6 kcal per mole
Total charge ... +1


# 2
Molecular formula: C2H4BrP
Method: DFT, ωB97M-V/def2-TZVPD

Each line ends with the Mulliken charge.
Geometry (Å):
C  0.09272  0.82245  0.32063  -0.55
C  0.08835  -0.41479  -0.51252  -0.09
P  -1.29028  -0.26091  0.64480  -0.09
Br  -0.21268  -0.21657  -2.44998  -0.11
H  0.92406  1.12907  0.97930  0.29
H  -0.30206  1.55516  -0.47619  0.27
H  1.63366  -1.68127  -0.36862  0.23
H  -0.93377  -0.93314  1.86258  0.05

Computed properties:
LUMO level (spin up / spin down) ... -1.01 / -0.88 eV
Orbital gap (spin up / spin down) ... 8.506 / 8.499 eV
HOMO (spin up / spin down) ... -9.52 / -9.38 eV
ΔE to the lowest compared entry with this formula, charge and spin ... 115.9 kcal per mole


# 3
Molecular formula: C53H36HfIN4PS
Method: DFT, ωB97M-V/def2-TZVPD

Each line ends with the Mulliken charge.
Geometry (Å):
Hf  0.41770  0.44770  -1.24687  -1.14
C  -1.78254  2.81301  -4.53711  -1.11
C  -0.97525  1.87031  -3.88863  -0.17
N  -0.61710  1.99496  -2.62141  0.36
C  -0.99487  3.10785  -1.92889  -0.15
C  -1.86801  4.06404  -2.47845  0.79
C  -2.24896  3.88845  -3.82508  -0.76
C  -2.29295  5.13960  -1.66215  -1.03
C  -1.85481  5.21750  -0.37261  -1.47
C  -0.94101  4.28058  0.16048  -0.45
C  -0.47253  3.24655  -0.61254  -0.11
N  0.47042  2.26745  -0.24420  2.22
C  1.61664  2.59573  0.48992  0.48
C  2.01825  3.84249  0.90764  -0.72
C  3.22809  4.01764  1.61628  -1.20
C  4.05081  2.96798  1.89971  -1.02
C  3.70046  1.67553  1.44068  1.39
C  4.51453  0.53923  1.63109  -1.14
C  4.13966  -0.66962  1.10980  -1.17
C  2.94954  -0.74638  0.37873  -0.17
N  2.14932  0.29158  0.20451  1.51
C  2.49210  1.49881  0.74440  -0.23
H  -2.03936  2.66639  -5.57548  0.46
H  -0.62574  0.98613  -4.41027  0.61
H  -2.90443  4.61291  -4.29168  0.51
H  -2.96909  5.87966  -2.06799  0.49
H  -2.19565  6.02324  0.26329  0.47
H  -0.62861  4.37368  1.18922  0.79
H  1.42580  4.71656  0.68999  0.77
H  3.49534  5.01715  1.93098  0.46
H  4.97465  3.10534  2.44417  0.49
H  5.44390  0.63897  2.17752  0.51
H  4.74551  -1.55491  1.23252  0.58
H  2.64720  -1.67714  -0.08436  0.35
I  -2.61942  -0.05610  -1.57085  0.43
C  -3.39791  -1.79460  -0.69043  0.14
C  -4.21410  -2.48003  -1.55434  -0.69
C  -4.98122  -3.57127  -1.11520  -1.11
C  -4.95288  -3.89770  0.20533  -0.86
C  -4.11914  -3.20609  1.11569  0.62
C  -4.19311  -3.55825  2.48417  -0.83
C  -3.43355  -2.91326  3.40961  -1.33
C  -2.49851  -1.96649  2.97058  -0.60
C  -2.34692  -1.60654  1.64889  0.96
P  -0.83622  -0.57861  1.38036  1.97
C  0.38293  -1.46780  2.40408  0.82
C  0.73824  -1.09653  3.69903  -0.42
C  1.64935  -1.85584  4.42050  -0.94
C  2.19711  -3.00333  3.86714  -0.78
C  1.83393  -3.39119  2.58503  -0.72
C  0.94060  -2.62241  1.85677  -0.79
C  -1.25704  0.95365  2.26135  1.09
C  -2.58225  1.39323  2.25741  -1.09
C  -2.93244  2.58513  2.87447  -0.75
C  -1.96605  3.34757  3.51253  -0.89
C  -0.64246  2.92763  3.50511  -1.21
C  -0.28702  1.74806  2.87158  -0.44
C  -3.24565  -2.16372  0.67924  0.78
H  -4.29667  -2.16912  -2.58720  0.47
H  -5.61310  -4.10010  -1.81379  0.46
H  -5.57890  -4.69143  0.59160  0.45
H  -4.88535  -4.33641  2.77795  0.46
H  -3.50560  -3.15084  4.46146  0.48
H  -1.84678  -1.52792  3.71424  0.45
H  0.29667  -0.22456  4.16099  0.62
H  1.92006  -1.55557  5.42392  0.50
H  2.89630  -3.59866  4.43838  0.44
H  2.24096  -4.29565  2.15171  0.51
H  0.66689  -2.94024  0.85749  0.08
H  -3.35697  0.79446  1.79535  0.38
H  -3.96621  2.90295  2.87636  0.53
H  -2.24236  4.26336  4.01773  0.45
H  0.11906  3.51515  4.00116  0.46
H  0.75205  1.44457  2.88209  0.72
S  2.61306  -3.06776  -3.53811  -0.35
C  1.37123  -3.90014  -2.65923  0.80
C  1.15375  -5.27020  -2.54942  -0.68
C  0.08204  -5.69647  -1.79146  -0.87
C  -0.75688  -4.77668  -1.15461  -0.54
C  -0.53588  -3.41921  -1.26570  -0.06
C  0.53983  -2.97204  -2.02557  -0.78
N  0.90121  -1.63723  -2.24108  0.05
C  1.95835  -1.56783  -3.03808  0.90
C  2.56100  -0.28814  -3.39775  0.68
C  3.54566  -0.20237  -4.38299  -0.74
C  4.10556  1.03137  -4.66150  -0.94
C  3.67449  2.15635  -3.96748  -0.84
C  2.67460  2.05420  -3.00814  -0.57
C  2.08825  0.82628  -2.69663  0.71
H  1.79677  -5.98158  -3.04864  0.46
H  -0.11243  -6.75506  -1.69239  0.45
H  -1.59155  -5.13213  -0.56469  0.56
H  -1.18326  -2.71610  -0.76772  0.07
H  3.87126  -1.07467  -4.93680  0.48
H  4.87203  1.11985  -5.41874  0.43
H  4.11658  3.11961  -4.18659  0.49
H  2.34906  2.95558  -2.49730  0.29

Computed properties:
LUMO level ... -5.55 eV
Orbital gap ... 6.982 eV
HOMO ... -12.53 eV
ΔE to the lowest compared entry with this formula, charge and spin ... 0.0 kcal per mole
Total charge ... +2


# 4
Molecular formula: C10H9N3O2
Method: DFT, ωB97M-V/def2-TZVPD

Each line ends with the Mulliken charge.
Geometry (Å):
C  0.32803  -2.68839  0.08826  -0.81
C  0.21256  -1.43925  -0.11990  0.09
C  0.13141  -0.28147  -0.79958  1.00
C  -0.12217  -0.33872  -2.17835  -0.71
C  0.17344  0.60866  -3.07491  -0.42
C  0.63748  1.88133  -2.59158  -0.36
C  0.70415  2.04064  -1.24904  -0.35
C  0.38453  1.03303  -0.27641  0.46
N  0.55434  1.38253  0.99070  -0.79
C  0.05751  0.68343  2.06106  0.76
N  -1.05700  0.08633  1.97940  -0.11
N  -1.63438  -0.51970  3.03895  -0.78
C  0.79764  0.99233  3.28383  0.52
O  0.39745  0.66601  4.39185  -0.65
O  1.88083  1.68636  3.11652  -0.51
H  -0.49492  -3.25872  0.37940  0.27
H  1.27902  -3.25124  0.12400  0.24
H  -0.24732  -1.46257  -2.32445  0.28
H  0.02484  0.56821  -4.16547  0.35
H  0.82124  2.76328  -3.22258  0.35
H  1.14042  3.03394  -0.95449  0.29
H  -1.38196  -0.22286  3.99255  0.26
H  -2.60104  -0.56845  2.99459  0.23
H  1.92326  1.93514  2.24968  0.41

Computed properties:
LUMO level (spin up / spin down) ... -1.25 / -1.25 eV
Orbital gap (spin up / spin down) ... 6.457 / 6.447 eV
SMILES ... C=C=C1C=CC=C/C1=N/C(=N/N)C(=O)O
HOMO (spin up / spin down) ... -7.70 / -7.70 eV
ΔE to the lowest compared entry with this formula, charge and spin ... 92.6 kcal per mole


# 5
Molecular formula: C20H36NO9
Method: DFT, ωB97M-V/def2-TZVPD

Each line ends with the Mulliken charge.
Geometry (Å):
C  5.50689  -0.73489  -3.27027  -0.96
C  5.12842  -0.02193  -4.55662  -0.50
C  3.97249  -0.68283  -5.28689  -0.87
C  2.56275  -0.39827  -4.74236  -0.25
C  2.28898  1.03000  -4.30185  -0.74
C  0.97419  1.15301  -3.51929  -0.10
C  -0.25636  0.49733  -4.17320  -0.78
N  -0.79741  -0.51090  -3.29797  -0.30
C  -1.55377  -1.47886  -4.04339  -1.08
H  4.65953  -0.85162  -2.60093  0.09
H  5.93917  -1.70542  -3.48851  0.34
H  6.27606  -0.15893  -2.76155  0.33
H  4.96967  1.03382  -4.38034  0.36
H  6.00262  -0.08482  -5.20650  0.34
H  4.00394  -0.38159  -6.33412  0.34
H  4.11546  -1.76083  -5.26395  0.34
H  2.27500  -1.05952  -3.92652  0.23
H  1.87187  -0.61753  -5.54680  0.30
H  3.07068  1.36365  -3.62038  0.33
H  2.31337  1.73277  -5.13414  0.16
H  0.77041  2.21106  -3.35120  0.49
H  1.12597  0.65962  -2.56708  -0.26
H  -0.03701  0.11748  -5.18590  0.43
H  -1.00330  1.31425  -4.32067  0.14
H  -2.02388  -1.07318  -4.95952  0.28
H  -2.37399  -1.89035  -3.44168  0.26
H  -0.94458  -2.35837  -4.35102  0.21
C  -0.49260  -0.25406  0.39907  -0.83
C  0.89276  -0.50471  0.92070  0.62
C  1.55119  -1.74366  0.36546  -0.23
O  2.41739  -2.14481  1.44965  -0.37
C  1.87881  -1.67866  2.59702  0.60
O  2.22595  -2.01043  3.69157  -0.60
O  0.88353  -0.80611  2.34167  -0.26
H  -0.85004  0.72600  0.71824  -0.01
H  -0.51155  -0.29326  -0.69464  0.22
H  -1.19323  -0.99387  0.79237  0.21
H  1.52719  0.37231  0.77276  0.20
H  2.12580  -1.55541  -0.53671  0.00
H  0.83732  -2.54727  0.17603  0.32
C  -1.62475  -2.58573  5.14421  -1.24
C  -2.98074  -2.18965  4.60914  0.46
C  -3.55634  -3.12823  3.57095  -0.52
O  -4.35513  -2.24903  2.76597  -0.37
C  -3.81675  -1.01034  2.86545  0.64
O  -4.09948  -0.09250  2.16638  -0.51
O  -2.90271  -0.96300  3.86395  -0.22
H  -1.34027  -1.95130  5.98306  0.36
H  -1.63399  -3.62156  5.48498  0.38
H  -0.85932  -2.46759  4.37634  0.19
H  -3.68990  -2.03653  5.42800  0.20
H  -4.17354  -3.91484  3.99826  0.30
H  -2.78551  -3.57380  2.93799  0.33
C  -3.61187  3.66868  4.90095  -1.43
C  -2.96079  3.89341  3.55768  0.56
C  -2.14276  2.72901  3.05423  -0.14
O  -1.14501  3.38307  2.25459  -0.28
C  -0.98059  4.63449  2.74237  0.58
O  -0.09869  5.37381  2.44336  -0.56
O  -1.96727  4.93271  3.62918  -0.38
H  -4.30110  4.47963  5.13804  0.36
H  -4.16890  2.73156  4.90205  0.34
H  -2.85857  3.63899  5.68878  0.36
H  -3.70683  4.19394  2.81757  0.26
H  -2.72650  2.03176  2.45736  0.09
H  -1.64236  2.18381  3.85860  0.22

Computed properties:
LUMO level ... 2.09 eV
Orbital gap ... 3.568 eV
HOMO ... -1.47 eV
Total charge ... -1